Entry 1:
{"formula": "H4O2", "method": "ωB97M-V/def2-TZVPD", "elements": ["H", "H", "H", "H", "O", "O"], "positions_angstrom": [[0.7045, -0.3727, -0.6491], [1.7009, 0.6746, -0.0294], [-1.0314, 0.6797, 0.1296], [-1.4648, -0.5309, 0.7399], [1.4354, -0.2657, -0.0168], [-1.3445, -0.1850, -0.1743]], "forces_ev_per_a": [[0.242, 0.164, 0.378], [-0.262, -0.796, -0.188], [0.032, 0.249, -0.740], [-0.078, -0.531, -1.036], [0.294, 0.614, -0.094], [-0.227, 0.300, 1.681]], "mulliken_charge": [0.35, 0.31, 0.33, 0.34, -0.65, -0.68], "e_homo_ev": -11.12, "largest_force_ev_per_a": 1.723, "homo_lumo_gap_ev": 11.877, "total_charge": 0, "e_above_lowest_kcal_mol": 5.7, "energy_ha": -152.86591}

---

Entry 2:
{"formula": "C3H5N3", "method": "ωB97M-V/def2-TZVPD", "elements": ["C", "C", "C", "N", "N", "N", "H", "H", "H", "H", "H"], "positions_angstrom": [[0.4523, -1.0609, -0.4739], [1.9183, 0.4217, 0.0176], [-1.8772, -0.4371, -0.1181], [1.6659, -0.7678, -0.5767], [-0.5924, -0.5593, -0.1842], [1.1310, 1.1119, 0.6935], [2.8737, 0.8131, -0.2871], [-2.5082, -1.2215, 0.5284], [-2.1109, 0.6339, 0.0037], [-2.3458, -0.8370, -1.0360], [1.3931, 1.9029, 1.4329]], "forces_ev_per_a": [[-1.293, 1.533, 0.390], [2.360, 0.718, -1.663], [-4.614, 0.368, 0.528], [0.649, -1.224, 0.038], [2.392, -2.561, -0.460], [-0.661, 1.544, 3.554], [1.100, 0.288, 0.239], [1.278, 1.249, -0.322], [-0.515, -0.501, 0.461], [-0.034, -0.056, -0.630], [-0.660, -1.359, -2.135]], "mulliken_charge": [0.56, 0.16, -0.57, -0.11, 0.15, -0.21, 0.43, 0.41, 0.35, 0.40, 0.42], "e_homo_ev": [-21.96, -21.64], "largest_force_ev_per_a": 4.659, "homo_lumo_gap_ev": [6.500, 5.775], "total_charge": 2, "e_above_lowest_kcal_mol": 155.7, "energy_ha": -280.53900}

---

Entry 3:
{"formula": "C16H18O6S2", "method": "ωB97M-V/def2-TZVPD", "elements": ["C", "C", "C", "C", "C", "C", "H", "H", "S", "C", "C", "H", "H", "S", "C", "C", "C", "C", "C", "O", "C", "H", "H", "H", "C", "O", "O", "H", "H", "H", "H", "H", "H", "O", "H", "C", "O", "O", "H", "H", "H", "H"], "positions_angstrom": [[-0.4746, -3.5002, -1.1196], [0.3797, -2.6442, -0.2653], [0.0577, -1.7808, 0.7601], [1.2921, -1.2361, 1.2224], [2.2648, -1.8022, 0.4559], [3.7298, -1.6179, 0.4246], [4.1246, -1.3993, 1.4155], [4.2158, -2.4984, 0.0082], [4.2553, -0.2418, -0.6846], [3.5973, 1.1921, 0.2304], [2.2457, 1.6230, -0.2976], [2.3380, 2.0646, -1.2902], [1.5516, 0.7832, -0.3342], [1.5432, 2.8831, 0.8277], [0.1219, 3.4327, -0.2016], [-0.8832, 2.3686, -0.4006], [-1.9458, 1.9741, 0.3511], [-2.5648, 0.9087, -0.3669], [-1.8123, 0.7251, -1.5049], [-0.7930, 1.5974, -1.5180], [-1.9524, -0.2460, -2.6133], [-2.3038, 0.2581, -3.5134], [-0.9914, -0.7061, -2.8351], [-2.6790, -1.0019, -2.3315], [-3.7555, 0.1481, 0.0064], [-4.4445, -0.4853, -0.7501], [-4.0367, 0.2437, 1.3251], [-4.8135, -0.3050, 1.5157], [-2.2668, 2.3894, 1.2832], [0.5255, 3.7693, -1.1564], [-0.3036, 4.2704, 0.3468], [4.3266, 1.9937, 0.1179], [3.5364, 0.9129, 1.2813], [1.7067, -2.6505, -0.4481], [1.4058, -0.5313, 2.0199], [-1.2828, -1.4594, 1.2355], [-2.2962, -2.0041, 0.8579], [-1.2948, -0.4696, 2.1332], [-2.2160, -0.2214, 2.3325], [-0.3425, -4.5478, -0.8494], [-1.5148, -3.2276, -0.9692], [-0.1987, -3.3878, -2.1665]], "forces_ev_per_a": [[0.234, -0.035, -0.031], [-0.956, 0.484, 0.540], [0.396, -0.297, -0.528], [0.491, -0.452, -0.348], [-0.222, 0.523, 0.948], [0.029, 0.456, -0.501], [-0.046, -0.157, 0.003], [0.054, -0.046, 0.132], [0.073, -0.087, 0.148], [0.052, -0.341, -0.287], [-0.456, 0.330, 0.233], [0.022, -0.082, -0.041], [0.128, 0.031, -0.124], [0.063, 0.026, -0.232], [0.588, -0.396, 0.177], [-0.684, 0.262, 0.805], [0.498, 0.211, -0.523], [0.467, 0.067, -0.507], [-0.878, -0.461, 0.573], [0.149, 0.001, -0.288], [0.159, 0.176, -0.002], [-0.031, -0.020, -0.088], [0.075, -0.065, -0.032], [-0.009, -0.021, -0.016], [-0.203, -0.205, -0.498], [-0.061, -0.024, 0.045], [-0.026, 0.303, 0.499], [0.096, -0.009, -0.235], [-0.014, 0.148, 0.224], [-0.135, 0.129, 0.002], [-0.048, 0.020, -0.116], [-0.013, -0.009, 0.119], [0.059, 0.068, 0.104], [0.127, -0.191, -0.252], [0.125, 0.190, 0.173], [-0.422, -0.274, -0.166], [0.017, -0.157, 0.009], [0.266, 0.260, 0.412], [0.059, -0.252, -0.220], [-0.028, -0.091, -0.013], [0.007, -0.012, -0.009], [-0.003, 0.000, -0.091]], "mulliken_charge": [-1.43, 0.08, 1.25, -0.89, 0.64, -1.11, 0.40, 0.39, -0.13, -0.88, -0.06, 0.43, -0.17, -0.14, -1.04, 0.67, -0.95, 1.34, 0.14, -0.34, -1.44, 0.37, 0.30, 0.32, 0.08, -0.60, -0.46, 0.35, 0.57, 0.32, 0.41, 0.49, 0.31, -0.39, 0.56, 0.30, -0.66, -0.47, 0.47, 0.38, 0.26, 0.34], "e_homo_ev": -8.40, "largest_force_ev_per_a": 1.200, "homo_lumo_gap_ev": 9.008, "total_charge": 0, "energy_ha": -1868.35149}

---

Entry 4:
{"formula": "C3H7N2", "method": "ωB97M-V/def2-TZVPD", "elements": ["C", "C", "C", "N", "N", "H", "H", "H", "H", "H", "H", "H"], "positions_angstrom": [[0.0022, 0.9598, -0.5348], [0.8769, 1.9994, 1.1815], [-0.3433, -0.1387, 0.1864], [0.4525, 2.0255, 0.0064], [-0.9896, -1.4071, -0.3806], [0.0789, 0.9275, -1.6194], [1.0752, 2.8606, 1.7195], [1.2955, 1.0570, 1.5723], [-0.4731, -0.0875, 1.2690], [-0.8358, -1.5603, -1.4815], [-2.0366, -1.4793, -0.2825], [-0.5410, -2.1079, 0.3362]], "forces_ev_per_a": [[-0.567, -5.248, -2.610], [2.091, -1.467, 0.068], [-1.683, 0.332, -0.457], [-0.362, 4.161, 1.673], [0.860, -0.384, -0.293], [-0.303, -0.189, -0.082], [0.095, 1.776, 1.017], [-0.293, 0.184, 0.251], [-0.111, -0.258, -0.463], [0.271, 0.042, 3.235], [1.138, 0.402, 0.251], [-1.135, 0.648, -2.589]], "mulliken_charge": [-0.09, -0.35, -0.39, -0.38, -0.38, 0.36, 0.30, 0.34, 0.38, 0.41, 0.38, 0.41], "e_homo_ev": -13.83, "largest_force_ev_per_a": 5.888, "homo_lumo_gap_ev": 9.458, "total_charge": 1, "e_above_lowest_kcal_mol": 57.0, "energy_ha": -227.66349}

---

Entry 5:
{"formula": "C30H45Cl10F15O10", "method": "ωB97M-V/def2-TZVPD", "elements": ["C", "C", "O", "C", "O", "C", "F", "F", "F", "H", "H", "H", "H", "H", "C", "C", "O", "C", "O", "C", "F", "F", "F", "H", "H", "H", "H", "H", "C", "C", "O", "C", "O", "C", "F", "F", "F", "H", "H", "H", "H", "H", "C", "C", "O", "C", "O", "C", "F", "F", "F", "H", "H", "H", "H", "H", "C", "C", "O", "C", "O", "C", "F", "F", "F", "H", "H", "H", "H", "H", "Cl", "C", "C", "Cl", "H", "H", "H", "H", "Cl", "C", "C", "Cl", "H", "H", "H", "H", "Cl", "C", "C", "Cl", "H", "H", "H", "H", "Cl", "C", "C", "Cl", "H", "H", "H", "H", "Cl", "C", "C", "Cl", "H", "H", "H", "H"], "positions_angstrom": [[-4.2863, 4.5006, -0.2440], [-3.7906, 3.4617, 0.7250], [-3.7108, 4.0015, 2.0776], [-4.7450, 3.8035, 2.8649], [-5.7520, 3.2299, 2.5718], [-4.5601, 4.4207, 4.2587], [-5.3255, 5.5368, 4.3109], [-5.0221, 3.5893, 5.1849], [-3.3170, 4.7818, 4.5415], [-5.2380, 4.8983, 0.1196], [-4.5155, 4.0761, -1.2235], [-3.5937, 5.3242, -0.4066], [-2.7387, 3.2197, 0.5922], [-4.4042, 2.5640, 0.7352], [-2.4708, 1.2813, -3.9571], [-1.8267, 2.4448, -3.2300], [-1.2053, 3.3076, -4.2014], [-0.7414, 4.4611, -3.7804], [-0.9054, 4.9136, -2.7045], [0.0490, 5.2100, -4.8825], [0.1650, 4.4942, -6.0048], [-0.5636, 6.3556, -5.2023], [1.2592, 5.4799, -4.3967], [-2.6609, 0.5772, -3.1479], [-1.7677, 0.8354, -4.6614], [-3.3824, 1.5202, -4.4966], [-1.1304, 2.1170, -2.4592], [-2.6033, 3.0249, -2.7253], [3.5147, -2.5626, 4.3506], [3.2986, -2.0369, 2.9600], [3.6980, -0.6688, 2.7857], [3.7994, -0.1888, 1.5754], [3.6489, -0.8353, 0.5973], [4.2225, 1.2823, 1.5650], [3.1529, 2.0713, 1.4556], [4.8609, 1.6390, 2.6879], [5.0391, 1.5286, 0.5576], [4.5391, -2.3903, 4.6855], [3.4020, -3.6475, 4.3256], [2.8029, -2.1657, 5.0725], [2.2392, -2.0071, 2.6730], [3.7427, -2.7091, 2.2222], [2.7996, 1.3153, -1.7920], [2.9785, 1.2815, -3.2953], [4.0764, 0.4166, -3.6257], [5.2811, 0.9446, -3.6337], [5.5516, 2.0563, -3.3557], [6.3771, -0.0922, -3.9303], [7.0824, -0.3028, -2.8287], [5.9411, -1.2366, -4.4186], [7.2253, 0.4532, -4.8197], [3.7140, 1.7006, -1.3333], [2.6227, 0.3111, -1.4268], [2.0920, 2.1145, -1.5624], [3.0329, 2.2765, -3.7412], [2.0984, 0.8551, -3.7832], [1.3400, -2.1660, -6.9892], [0.2839, -2.7530, -6.0602], [0.6045, -2.7085, -4.6541], [1.5282, -3.5599, -4.2612], [2.0539, -4.3471, -4.9645], [2.0223, -3.3336, -2.8200], [1.4625, -4.2828, -2.0416], [3.3317, -3.4297, -2.7595], [1.6414, -2.1570, -2.3287], [2.2983, -2.6664, -6.8966], [1.5708, -1.1325, -6.7293], [0.8393, -2.1710, -7.9561], [-0.0100, -3.7509, -6.3685], [-0.5542, -2.0623, -6.1405], [-0.9753, 1.4311, 4.4403], [0.0165, 2.9197, 4.3857], [1.0803, 2.8717, 5.4690], [2.4076, 1.8391, 4.9205], [-0.7250, 3.6908, 4.6033], [0.4106, 3.1600, 3.4018], [0.6670, 2.4342, 6.3708], [1.4043, 3.8990, 5.6309], [1.4386, -4.9736, 1.2305], [0.7775, -5.5388, 2.7911], [-0.5177, -4.8176, 3.0566], [-0.2113, -3.0522, 3.2032], [1.4942, -5.3417, 3.5812], [0.5687, -6.6001, 2.6775], [-1.0047, -5.0316, 4.0041], [-1.2207, -4.9092, 2.2329], [-3.5065, -2.7038, 1.2819], [-2.7357, -3.6357, -0.0333], [-3.3069, -5.0262, -0.1066], [-5.0650, -5.0883, -0.3642], [-1.6718, -3.7076, 0.1962], [-2.8461, -3.1004, -0.9702], [-3.1090, -5.6565, 0.7574], [-2.8473, -5.5488, -0.9483], [-3.6789, -3.2337, 4.8811], [-3.1778, -1.5227, 4.7547], [-4.3563, -0.5927, 4.9051], [-4.7599, -0.3719, 6.6257], [-2.7047, -1.3877, 3.7808], [-2.4044, -1.3213, 5.4904], [-5.2677, -0.8924, 4.3974], [-4.0863, 0.3786, 4.4845], [-1.7340, -0.3658, -0.8086], [-0.3288, -0.7294, 0.2353], [-0.2151, 0.3122, 1.3215], [-0.1553, 1.9897, 0.6810], [0.5694, -0.7540, -0.3838], [-0.3637, -1.7340, 0.6589], [0.7047, 0.0885, 1.8683], [-1.0255, 0.3100, 2.0395]], "forces_ev_per_a": [[-0.632, 0.263, -0.102], [0.799, 0.006, 0.236], [0.035, 0.335, 0.244], [0.021, -0.291, -0.525], [-0.301, -0.088, 0.194], [-0.872, 0.641, -0.041], [0.211, -0.150, -0.036], [0.297, -0.151, 0.141], [0.294, -0.196, 0.107], [0.086, 0.082, -0.003], [0.171, -0.229, 0.080], [0.100, -0.050, 0.201], [-0.118, -0.286, -0.528], [0.001, 0.033, 0.022], [0.695, -0.054, 0.417], [-1.157, 0.354, -0.128], [0.439, -0.634, -0.593], [-0.231, -0.421, -1.031], [0.063, 0.897, 1.557], [-0.382, -0.182, -0.044], [0.208, 0.057, 0.147], [0.116, -0.030, 0.180], [0.162, 0.109, -0.212], [-0.329, -0.335, -0.358], [0.027, -0.101, 0.090], [-0.058, 0.206, 0.125], [0.335, 0.069, -0.235], [0.110, 0.037, 0.099], [0.228, 0.137, 0.164], [-1.325, -0.468, -1.079], [0.678, 0.571, 1.576], [0.483, -0.564, 0.867], [-0.419, -0.382, -1.851], [0.245, 0.599, 0.785], [-0.362, 0.042, -0.194], [-0.049, -0.217, 0.004], [0.211, -0.071, -0.458], [-0.071, 0.180, 0.039], [-0.157, 0.013, -0.076], [0.112, 0.131, 0.021], [0.082, -0.421, 0.331], [0.441, 0.448, -0.051], [0.839, 1.027, -0.520], [-0.968, 0.129, 0.134], [-0.351, -0.494, -0.734], [-0.551, -1.049, 0.360], [0.615, 1.657, 0.149], [0.510, 0.901, -0.542], [0.047, -0.417, 0.577], [-0.203, -0.415, -0.001], [-0.087, -0.114, -0.224], [0.068, -0.293, -0.147], [-0.462, 0.122, 0.331], [-0.580, -0.618, 0.241], [0.774, -0.029, 0.125], [0.187, -0.412, 0.096], [-0.012, 0.136, 0.986], [-0.209, 0.993, -0.401], [-0.279, 0.317, 0.379], [0.310, 1.258, -0.104], [0.724, -1.578, -0.644], [-1.011, -0.264, 0.094], [0.217, -0.080, 0.120], [0.284, -0.051, 0.083], [0.063, 0.355, 0.082], [-0.098, -0.473, -0.645], [-0.351, 0.155, 0.053], [0.646, -0.154, -0.325], [0.047, -0.152, 0.186], [-0.322, -0.372, 0.188], [0.100, -0.211, -0.345], [-0.679, 0.624, 0.693], [-0.687, 0.157, -0.722], [0.392, -0.066, 0.099], [0.224, 0.115, 0.177], [0.071, -0.595, -0.121], [0.071, 0.141, 0.145], [0.386, -0.183, 0.147], [0.192, -0.129, 0.014], [-0.541, 0.053, -0.155], [-0.181, 0.862, 0.087], [-0.027, 0.275, 0.062], [0.139, -0.114, -0.059], [0.188, -0.062, 0.136], [0.103, -0.556, -0.069], [-0.030, -0.216, 0.069], [0.150, 0.058, -0.089], [-0.066, -0.161, 0.350], [0.164, -0.706, -0.417], [-0.038, 0.134, -0.093], [0.026, 0.022, 0.003], [-0.183, 0.108, 0.034], [0.037, 0.362, 0.275], [-0.044, 0.141, -0.079], [0.173, 0.011, 0.109], [-0.029, -0.029, -0.470], [0.218, 0.501, -0.038], [-0.111, 0.082, 0.067], [-0.214, -0.154, -0.112], [-0.150, -0.069, 0.223], [0.125, -0.398, -0.045], [0.061, 0.055, 0.266], [0.077, -0.453, 0.001], [0.427, 0.281, -0.215], [0.289, -0.246, 0.112], [0.251, -0.245, 0.128], [-0.157, 0.366, -0.161], [-0.598, 0.105, 0.142], [0.036, 0.369, 0.020], [-0.193, -0.199, -0.150]], "mulliken_charge": [-1.19, 0.26, -0.28, 0.34, -0.53, 0.88, -0.27, -0.24, -0.24, 0.39, 0.31, 0.30, -0.07, 0.35, -1.17, 0.61, -0.31, 0.43, -0.52, 0.84, -0.24, -0.26, -0.24, 0.20, 0.31, 0.37, -0.02, -0.04, -1.29, 0.52, -0.24, 0.53, -0.55, 0.74, -0.16, -0.27, -0.28, 0.38, 0.33, 0.29, -0.26, 0.28, -0.41, -0.76, -0.23, 0.36, -0.52, 0.87, -0.25, -0.22, -0.27, 0.23, 0.02, 0.39, 0.45, 0.29, -1.14, -0.28, -0.20, 0.24, -0.52, 0.92, -0.28, -0.22, -0.29, 0.37, 0.25, 0.38, 0.35, 0.32, -0.02, -0.41, -0.53, -0.12, 0.13, 0.28, 0.34, 0.34, -0.08, -0.52, -0.13, -0.07, 0.25, 0.40, 0.47, -0.28, -0.09, -0.29, -0.51, -0.19, -0.09, 0.49, 0.23, 0.39, -0.20, 0.15, 0.02, -0.21, -0.48, 0.42, 0.37, -0.07, -0.08, 1.37, -0.04, -0.28, -0.51, -0.38, 0.16, -0.09], "e_homo_ev": -10.66, "largest_force_ev_per_a": 1.936, "homo_lumo_gap_ev": 10.826, "total_charge": 0, "e_above_lowest_kcal_mol": 0.0, "energy_ha": -8022.53556}